26
Properties=species:S:1:pos:R:3:forces:R:3 method="wB97M-V/def2-TZVPD" mol_weight_g_mol=152.3 total_energy_ev=-17466.765 de_lowest_kj_mol=203.49 orbital_gap_ev=10.10
C -1.30889 -0.77559 -0.04787 1.36 1.88 -1.00
C -2.42613 -1.17764 0.48306 -0.95 -3.16 -3.61
C 0.17990 3.60789 -0.08025 1.57 0.89 -0.19
C 0.26891 2.40884 -0.62288 -0.76 -3.18 0.95
C -0.88806 -1.15605 -1.45354 -1.21 -2.77 1.33
C 0.38713 -2.06590 -1.46022 0.87 5.27 -1.14
C 1.65349 -1.14626 -1.04799 -0.63 -4.75 0.94
C 1.51790 -0.68860 0.35379 0.63 2.32 2.01
C -0.28546 1.12928 2.37226 0.52 0.85 1.08
Si -0.02209 0.41422 0.58630 -0.39 2.25 0.21
H -2.82687 -0.94914 1.37767 -1.06 0.94 2.99
H -3.00374 -1.96529 -0.14845 0.63 1.34 1.21
H 0.49801 4.53384 -0.66757 -0.84 -1.19 0.85
H 0.14965 3.68005 1.00680 -0.43 0.45 -0.23
H 0.44621 2.28364 -1.68450 0.01 0.05 -0.10
H -1.74233 -1.75763 -1.84987 0.54 0.41 -0.13
H -0.82112 -0.26279 -2.01823 0.51 0.79 -0.92
H 0.30467 -2.80913 -0.71933 -0.14 -1.53 0.13
H 0.54845 -2.19748 -2.52856 0.08 -1.50 0.20
H 2.52301 -1.81972 -1.23814 -0.24 0.50 0.51
H 1.80564 -0.34869 -1.63671 0.10 2.83 -2.65
H 1.40018 -1.53358 1.02695 0.08 -0.06 0.35
H 2.35259 0.00042 0.75087 -0.69 -1.34 -0.70
H -1.24425 1.24575 3.08624 1.99 -0.52 -2.21
H 0.52726 0.66842 2.99733 -0.80 0.10 -0.30
H 0.15665 2.16298 2.21374 -0.78 -0.88 0.42

---

43
Properties=species:S:1:pos:R:3:forces:R:3 method="wB97M-V/def2-TZVPD" mol_weight_g_mol=287.3 charge=+1 total_energy_ev=-29528.759 orbital_gap_ev=11.11
Na -0.08219 -0.07432 0.03137 -0.26 -0.05 0.01
C -2.02058 1.99712 1.46195 0.17 -0.03 0.17
C -2.95642 1.27379 0.51504 -0.03 -0.14 -0.23
O -2.15381 0.73242 -0.52483 0.05 -0.06 0.01
C -2.86586 0.07640 -1.56380 0.02 0.10 0.01
C -1.88952 -0.81590 -2.37237 0.14 0.26 -0.07
O -0.52052 -0.52834 -2.10854 -0.04 0.16 -0.13
C 0.13178 0.45330 -2.92347 -0.19 -0.01 0.07
C 0.94178 1.42486 -2.07028 0.22 -0.18 0.16
O 1.71821 0.65407 -1.15153 0.10 -0.02 -0.10
C 2.43423 1.34491 -0.12444 -0.15 -0.11 -0.25
C 2.85206 0.31227 0.91096 -0.08 -0.21 0.13
O 1.66711 -0.36090 1.32045 -0.05 0.14 -0.11
C 1.71484 -1.46749 2.20051 0.19 0.11 -0.04
C 0.51609 -2.36307 1.87258 -0.13 0.11 0.13
O -0.67744 -1.64654 1.53768 0.17 -0.05 0.23
C -1.41680 -1.05692 2.60512 0.10 -0.21 0.01
C -0.98981 0.36275 2.95273 -0.07 0.21 -0.02
O -0.87297 1.22789 1.82312 -0.24 -0.09 0.04
H -2.55935 2.32562 2.35489 -0.04 -0.02 -0.01
H -1.62101 2.88406 0.96952 -0.03 0.00 -0.05
H -3.68516 1.98723 0.11426 0.01 0.02 0.01
H -3.51668 0.46527 0.99734 0.03 0.02 0.08
H -3.34517 0.82701 -2.19861 0.02 0.02 -0.03
H -3.65399 -0.54875 -1.13299 -0.02 -0.02 -0.04
H -2.09366 -0.70521 -3.43910 -0.05 -0.06 0.00
H -2.02629 -1.86377 -2.11358 0.01 0.00 0.07
H -0.60417 1.02864 -3.49158 0.04 0.01 -0.02
H 0.78045 -0.07068 -3.62668 0.06 0.00 0.03
H 0.28670 2.11412 -1.52188 -0.03 -0.03 0.02
H 1.58404 2.01325 -2.73239 0.00 0.05 0.03
H 1.79017 2.10329 0.33756 -0.02 -0.02 0.02
H 3.31639 1.84123 -0.53635 0.03 0.02 0.03
H 3.32402 0.81664 1.75935 0.05 0.02 -0.03
H 3.55593 -0.41019 0.48803 0.02 0.04 -0.06
H 1.70561 -1.11546 3.23677 -0.05 -0.02 0.02
H 2.63337 -2.04626 2.05781 -0.02 -0.02 0.00
H 0.31864 -3.04523 2.70413 0.04 0.00 0.03
H 0.73552 -2.96355 0.99086 0.01 0.05 -0.04
H -1.33650 -1.67768 3.50426 -0.02 0.03 0.02
H -2.45823 -1.08218 2.28487 -0.01 0.04 -0.02
H -0.01571 0.37060 3.43962 0.05 -0.02 -0.07
H -1.71199 0.77481 3.66572 0.00 -0.02 0.01